# C3H10O4

A cluster of 3 separate species, C3H10O4 in total (ωB97M-V/def2-TZVPD, the Open Molecules 2025 dataset).

ΔE to the lowest compared entry with this formula, charge and spin = 48.47 kcal/mol
Kohn-Sham gap (alpha / beta) = 8.010 / 4.192 eV
Expectation value of S² = 0.76

ORCA input file:
```
! wB97M-V def2-TZVPD RIJCOSX def2/J DEFGRID3
* xyz 1 2
O 0.692 3.113 -0.182
C 1.346 2.130 -0.273
C 0.614 0.850 0.186
C -0.836 1.067 0.370
O -1.417 -0.222 0.153
H 2.308 2.085 -0.741
H 0.839 0.080 -0.604
H 1.125 0.323 1.046
H -1.155 1.359 1.421
H -1.313 1.746 -0.353
H -2.342 -0.135 -0.182
H -1.128 -2.075 2.784
H -0.770 -1.161 1.767
O -0.360 -1.785 2.286
H 1.420 -1.979 -2.505
H 0.068 -2.607 -2.655
O 0.909 -2.786 -2.519
*
```

Charges computed using Mulliken, reported in e:
1 O -0.0324
2 C 0.1513
3 C -0.1078
4 C -0.5526
5 O -0.5438
6 H 0.4410
7 H 0.1172
8 H 0.4179
9 H 0.2819
10 H 0.4802
11 H 0.3383
12 H 0.3176
13 H 0.2797
14 O -0.5889
15 H 0.2850
16 H 0.2805
17 O -0.5654



# C4H3ClF2

A cluster of 2 separate species, C4H3ClF2 in total (ωB97M-V/def2-TZVPD, the Open Molecules 2025 dataset).

ΔE to the lowest compared entry with this formula, charge and spin = 118.11 kcal/mol
Kohn-Sham gap (alpha / beta) = 6.718 / 6.952 eV

ORCA input file:
```
! wB97M-V def2-TZVPD RIJCOSX def2/J DEFGRID3
* xyz 0 1
C 1.129 -1.466 0.802
C -0.088 -0.860 0.599
C -0.280 0.505 0.450
C -1.512 1.373 -1.429
F -1.183 2.600 -1.019
F -0.857 1.061 -2.536
Cl 0.450 1.632 1.364
H 1.288 -2.519 0.510
H 1.975 -0.967 1.031
H -0.921 -1.357 0.228
*
```

Charges computed using Mulliken, reported in e:
1 C -0.6225
2 C -0.0657
3 C -0.0323
4 C 0.1087
5 F -0.1137
6 F -0.1108
7 Cl -0.0821
8 H 0.2297
9 H 0.3164
10 H 0.3723



# C2H5IS

A cluster of 2 separate species, C2H5IS in total (ωB97M-V/def2-TZVPD, the Open Molecules 2025 dataset).

ΔE to the lowest compared entry with this formula, charge and spin = 16.51 kcal/mol
Kohn-Sham gap = 9.418 eV
SMILES = C=CS.I

ORCA input file:
```
! wB97M-V def2-TZVPD RIJCOSX def2/J DEFGRID3
* xyz 0 1
C -0.839 -1.020 0.847
C -0.542 0.118 0.244
S -0.062 1.613 1.021
H -1.119 -1.886 0.277
H -0.817 -1.132 1.916
H -0.579 0.229 -0.829
H -0.142 1.161 2.274
I 2.625 0.612 -3.388
H 1.474 0.305 -2.363
*
```

Charges computed using Mulliken, reported in e:
1 C -0.6878
2 C 0.0531
3 S -0.1698
4 H 0.2514
5 H 0.1636
6 H 0.2819
7 H 0.1058
8 I -0.0544
9 H 0.0562



# C20H28Cl4N6O6

A cluster of 8 separate species, C20H28Cl4N6O6 in total (ωB97M-V/def2-TZVPD, the Open Molecules 2025 dataset).

Kohn-Sham gap = 9.838 eV
SMILES = C[N+](=O)[O-].C[N+](=O)[O-].C[N+](=O)[O-].c1ccncc1.c1ccncc1.c1ccncc1.ClCCl.ClCCl

ORCA input file:
```
! wB97M-V def2-TZVPD RIJCOSX def2/J DEFGRID3
* xyz 0 1
C -2.590 2.059 3.656
N -2.264 3.362 3.119
O -1.157 3.517 2.556
O -3.049 4.292 3.416
H -3.666 1.907 3.574
H -2.242 2.109 4.688
H -1.989 1.422 3.007
C -2.441 3.216 -1.568
N -3.374 3.512 -0.472
O -4.344 4.224 -0.667
O -3.120 2.849 0.499
H -2.817 3.711 -2.464
H -2.499 2.139 -1.724
H -1.423 3.571 -1.413
C 0.316 -1.320 4.303
N -1.035 -1.893 4.240
O -1.866 -1.193 3.736
O -1.207 -2.922 4.862
H 1.079 -2.098 4.332
H 0.358 -0.623 5.140
H 0.603 -0.706 3.450
C 1.037 -3.750 -1.303
C 2.028 -4.090 -0.448
C 1.837 -3.869 0.929
N 0.752 -3.235 1.440
C -0.321 -2.988 0.671
C -0.147 -3.164 -0.747
H 1.176 -3.888 -2.365
H 2.928 -4.619 -0.728
H 2.648 -4.142 1.587
H -1.285 -2.735 1.086
H -0.974 -2.949 -1.408
C 3.460 -0.860 2.017
C 3.325 -0.531 0.661
C 3.205 0.841 0.406
N 3.224 1.845 1.285
C 3.583 1.492 2.544
C 3.633 0.176 2.990
H 3.556 -1.883 2.349
H 3.415 -1.225 -0.161
H 3.004 1.131 -0.615
H 3.790 2.377 3.128
H 3.908 -0.203 3.962
C -3.035 -1.969 -5.873
C -2.144 -2.053 -6.895
C -0.744 -2.036 -6.655
N -0.254 -1.905 -5.409
C -1.178 -1.737 -4.389
C -2.561 -1.752 -4.607
H -4.082 -2.186 -6.025
H -2.545 -2.157 -7.893
H -0.047 -2.212 -7.462
H -0.854 -1.649 -3.362
H -3.319 -1.670 -3.841
Cl -1.812 -0.084 0.443
C -0.248 0.750 0.199
Cl 0.202 0.475 -1.544
H -0.307 1.798 0.493
H 0.506 0.277 0.828
Cl 1.152 3.961 -0.364
C 2.745 4.625 -0.154
Cl 3.044 6.116 -1.197
H 3.063 4.603 0.888
H 3.363 3.938 -0.731
*
```

Charges computed using Mulliken, reported in e:
1 C -0.4471
2 N 0.8312
3 O -0.4684
4 O -0.5371
5 H 0.2549
6 H 0.3272
7 H 0.0210
8 C -0.4544
9 N 0.8611
10 O -0.5569
11 O -0.4265
12 H 0.3262
13 H 0.2231
14 H 0.0489
15 C -0.6535
16 N 1.0456
17 O -0.5192
18 O -0.5900
19 H 0.3244
20 H 0.4117
21 H 0.0028
22 C -0.3893
23 C -0.4807
24 C -0.4558
25 N -0.1883
26 C -0.6906
27 C -0.1258
28 H 0.4408
29 H 0.4182
30 H 0.4344
31 H 0.5449
32 H 0.4869
33 C 0.1818
34 C -0.6772
35 C -0.2914
36 N -0.0726
37 C -0.4508
38 C -0.7354
39 H 0.3861
40 H 0.3781
41 H 0.4737
42 H 0.3974
43 H 0.4476
44 C -0.3113
45 C -0.3088
46 C -0.2492
47 N -0.5105
48 C 0.0609
49 C -0.3734
50 H 0.3725
51 H 0.3381
52 H 0.3740
53 H 0.2537
54 H 0.3751
55 Cl -0.1925
56 C 0.5957
57 Cl -0.1467
58 H 0.1216
59 H -0.3978
60 Cl -0.0260
61 C -0.3716
62 Cl -0.1944
63 H 0.3361
64 H 0.1974



# C21H20AsCoN4O3S4

A structure of composition C21H20AsCoN4O3S4 (ωB97M-V/def2-TZVPD, the Open Molecules 2025 dataset).

ΔE to the lowest compared entry with this formula, charge and spin = 23.99 kcal/mol
Kohn-Sham gap (alpha / beta) = 7.264 / 5.692 eV
Expectation value of S² = 6.02

ORCA input file:
```
! wB97M-V def2-TZVPD RIJCOSX def2/J DEFGRID3
* xyz 0 5
Co -2.919 0.132 1.567
S -4.550 1.220 3.128
S -6.312 0.971 2.277
S -6.345 -0.888 1.214
S -4.519 -1.304 0.550
O -0.677 0.232 1.057
As 0.266 -0.517 -0.066
C 1.355 -2.128 0.176
C 2.719 -2.082 0.409
C 3.440 -3.260 0.527
C 2.801 -4.482 0.410
C 1.446 -4.526 0.124
C 0.726 -3.352 -0.009
C -0.644 -0.853 -1.733
C -2.025 -0.829 -1.801
C -2.667 -1.087 -3.000
C -1.917 -1.340 -4.136
C -0.530 -1.346 -4.076
C 0.109 -1.117 -2.872
C 1.487 0.969 -0.436
C 2.437 1.327 0.517
C 3.174 2.490 0.371
C 2.935 3.327 -0.706
C 1.965 2.998 -1.637
C 1.242 1.824 -1.502
H 3.232 -1.131 0.491
H 4.502 -3.222 0.718
H 3.365 -5.396 0.526
H 0.951 -5.479 0.015
H -0.338 -3.368 -0.220
H -2.580 -0.609 -0.893
H -3.746 -1.092 -3.042
H -2.408 -1.529 -5.078
H 0.050 -1.536 -4.968
H 1.192 -1.139 -2.802
H 2.580 0.686 1.384
H 3.932 2.752 1.097
H 3.495 4.243 -0.815
H 1.766 3.658 -2.469
H 0.473 1.568 -2.221
N 0.193 2.521 2.384
C -0.201 3.571 1.652
N 0.525 4.708 1.693
N -1.273 3.579 0.903
C -2.083 2.604 0.763
N -2.924 1.825 0.536
H 1.088 2.535 2.844
H -0.194 1.600 2.152
H 1.269 4.825 2.356
H 0.133 5.521 1.251
O -0.881 -2.318 1.812
C -1.490 -2.022 2.830
O -2.314 -1.092 3.002
H -1.314 -2.645 3.747
*
```

Charges computed using Mulliken, reported in e:
1 Co 0.0528
2 S -0.0954
3 S 0.0142
4 S -0.0329
5 S -0.1810
6 O 0.4929
7 As 1.1926
8 C 0.3821
9 C -0.2209
10 C -0.7055
11 C -0.4894
12 C -0.7534
13 C -0.2631
14 C 0.1119
15 C 0.2545
16 C -0.6573
17 C -0.4266
18 C -0.7532
19 C -0.0860
20 C 0.4687
21 C -0.3343
22 C -1.0674
23 C -0.4876
24 C -0.7686
25 C -0.6616
26 H 0.3462
27 H 0.4108
28 H 0.3900
29 H 0.3898
30 H 0.3442
31 H -0.4433
32 H 0.4819
33 H 0.3959
34 H 0.4002
35 H 0.4548
36 H 0.6259
37 H 0.4340
38 H 0.4158
39 H 0.4285
40 H 0.3672
41 N -0.2515
42 C 0.5928
43 N -0.3253
44 N -0.6923
45 C 1.0303
46 N -0.5569
47 H 0.2892
48 H -0.1216
49 H 0.2153
50 H 0.2425
51 O -0.3226
52 C -0.3270
53 O -0.4869
54 H 0.2867



# C48H121BN11O19Pb

A structure of composition C48H121BN11O19Pb (ωB97M-V/def2-TZVPD, the Open Molecules 2025 dataset).

ΔE to the lowest compared entry with this formula, charge and spin = 2.64 kcal/mol
Kohn-Sham gap = 6.287 eV

ORCA input file:
```
! wB97M-V def2-TZVPD RIJCOSX def2/J DEFGRID3
* xyz 1 1
Pb 3.434 -1.709 -4.011
O 0.823 -2.962 -0.115
C 0.656 -1.773 -0.037
O -0.090 -1.127 0.829
B 0.063 0.325 0.618
O 1.071 0.456 -0.504
C 1.384 -0.738 -0.890
O 2.101 -1.069 -1.787
O 0.433 1.098 1.794
C -0.499 2.020 2.044
O -0.464 2.809 2.917
C -1.593 1.911 0.986
O -1.258 0.903 0.186
O -2.600 2.529 0.971
C 4.638 1.984 1.819
C 3.707 3.171 1.931
C 2.986 3.329 0.593
O 2.331 4.557 0.490
C 1.397 4.603 -0.545
N 2.714 2.877 2.996
H 5.053 1.675 2.774
H 5.487 2.234 1.174
H 4.098 1.144 1.367
H 4.180 4.096 2.264
H 2.325 2.477 0.397
H 3.772 3.278 -0.191
H 0.813 5.515 -0.469
H 0.738 3.723 -0.477
H 1.869 4.568 -1.537
H 1.894 3.479 3.053
H 2.288 2.012 2.653
C 3.690 -4.872 -0.593
C 3.942 -3.691 -1.548
C 5.407 -3.597 -1.944
O 5.640 -2.651 -2.985
C 6.953 -2.699 -3.482
N 3.091 -3.880 -2.747
H 4.380 -4.824 0.253
H 3.953 -5.831 -1.049
H 2.628 -4.840 -0.372
H 3.666 -2.796 -0.988
H 5.741 -4.616 -2.197
H 6.064 -3.322 -1.108
H 7.665 -2.512 -2.670
H 7.132 -2.035 -4.326
H 7.250 -3.682 -3.874
H 2.106 -4.017 -2.491
H 3.299 -4.766 -3.211
C -6.419 2.085 3.138
C -6.923 3.039 2.065
C -8.028 3.943 2.550
O -9.223 3.228 2.660
C -10.356 4.065 2.799
N -5.796 3.840 1.556
H -5.552 1.541 2.763
H -7.190 1.437 3.551
H -6.088 2.696 3.986
H -7.314 2.424 1.240
H -8.176 4.781 1.849
H -7.691 4.423 3.482
H -10.540 4.585 1.856
H -10.276 4.651 3.719
H -11.213 3.405 2.955
H -5.108 3.188 1.195
H -6.181 4.330 0.752
C -3.039 -2.631 0.028
C -3.515 -1.847 -1.192
C -4.717 -0.968 -0.885
O -5.713 -1.731 -0.250
C -6.355 -1.033 0.815
N -2.420 -1.048 -1.774
H -3.898 -3.145 0.462
H -2.730 -1.960 0.838
H -2.238 -3.316 -0.239
H -3.808 -2.638 -1.898
H -5.206 -0.521 -1.759
H -4.336 -0.121 -0.292
H -6.806 -0.088 0.495
H -5.592 -0.832 1.583
H -7.089 -1.685 1.282
H -1.998 -0.472 -1.045
H -2.827 -0.346 -2.429
C -0.143 -3.764 3.327
C 0.253 -5.173 2.891
C -0.912 -5.961 2.347
O -1.920 -6.037 3.315
C -2.922 -6.969 3.034
N 1.307 -5.193 1.862
H 0.791 -3.237 3.556
H -0.756 -3.746 4.225
H -0.584 -3.225 2.487
H 0.641 -5.687 3.773
H -0.621 -7.003 2.121
H -1.177 -5.625 1.325
H -2.621 -8.020 3.109
H -3.365 -6.785 2.042
H -3.767 -6.811 3.706
H 2.141 -4.801 2.301
H 1.101 -4.502 1.135
C -2.857 4.456 -2.171
C -3.595 3.197 -2.619
C -2.600 2.161 -3.114
O -3.228 0.994 -3.608
C -3.730 1.139 -4.903
N -4.379 2.744 -1.456
H -3.493 5.263 -1.823
H -2.286 4.867 -3.015
H -2.138 4.179 -1.395
H -4.302 3.439 -3.419
H -1.962 1.811 -2.299
H -1.968 2.658 -3.865
H -4.071 0.216 -5.363
H -3.020 1.601 -5.601
H -4.595 1.812 -4.886
H -3.756 2.561 -0.668
H -4.808 1.859 -1.726
C -1.164 7.490 4.592
C -1.744 6.204 4.043
C -1.604 6.060 2.552
O -2.235 7.139 1.913
C -1.958 7.207 0.543
N -1.109 5.048 4.732
H -1.153 7.691 5.662
H -1.703 8.362 4.199
H -0.149 7.578 4.189
H -2.815 6.146 4.288
H -2.083 5.122 2.225
H -0.546 5.940 2.259
H -2.102 6.226 0.064
H -0.923 7.536 0.363
H -2.636 7.914 0.068
H -1.547 4.933 5.640
H -1.371 4.215 4.212
C 3.049 -0.796 4.173
C 3.359 -0.214 5.543
C 4.503 -0.999 6.191
O 4.728 -0.480 7.465
C 5.426 -1.380 8.265
N 3.698 1.216 5.562
H 3.941 -0.758 3.530
H 2.298 -0.253 3.585
H 2.613 -1.799 4.228
H 2.460 -0.349 6.157
H 5.361 -0.882 5.503
H 4.275 -2.072 6.227
H 5.552 -0.997 9.273
H 6.409 -1.584 7.822
H 4.924 -2.351 8.368
H 2.979 1.723 5.044
H 4.494 1.306 4.923
C 5.255 0.231 -0.753
C 4.674 1.013 -1.922
C 5.201 2.439 -1.944
O 4.472 3.108 -2.941
C 4.850 4.455 -3.163
N 4.985 0.318 -3.203
H 4.991 -0.826 -0.825
H 4.972 0.703 0.184
H 6.355 0.221 -0.776
H 3.609 1.123 -1.698
H 6.264 2.546 -2.211
H 5.095 2.844 -0.928
H 5.935 4.566 -3.271
H 4.500 5.082 -2.340
H 4.397 4.758 -4.103
H 4.985 1.065 -3.913
H 5.998 0.160 -3.141
C -0.733 -2.004 -6.427
C 0.529 -1.446 -5.768
C 0.232 -0.342 -4.781
O 1.506 0.114 -4.343
C 1.415 1.433 -3.764
N 1.235 -2.518 -5.017
H -0.486 -2.793 -7.140
H -1.219 -1.232 -7.027
H -1.439 -2.353 -5.673
H 1.072 -0.937 -6.571
H -0.446 -0.625 -3.967
H -0.260 0.483 -5.310
H 0.700 1.434 -2.946
H 1.206 2.107 -4.597
H 2.404 1.684 -3.386
H 1.259 -3.250 -5.734
H 0.592 -2.891 -4.286
C -0.851 -5.568 -4.459
C -0.801 -5.142 -3.009
C -0.156 -6.125 -2.042
O 1.190 -6.348 -2.394
C 1.790 -7.438 -1.734
N -0.345 -3.745 -2.810
H -1.055 -6.640 -4.499
H 0.115 -5.425 -4.947
H -1.659 -5.085 -5.007
H -1.829 -5.126 -2.608
H -0.718 -7.062 -2.145
H -0.300 -5.691 -1.042
H 1.149 -8.323 -1.774
H 1.986 -7.191 -0.682
H 2.759 -7.668 -2.174
H -0.120 -3.552 -1.841
H -1.146 -3.140 -2.986
*
```

Atom charges from the Mulliken analysis, given in e for atoms 1 to 99:
1 Pb 1.4903
2 O 0.6150
3 C 0.0340
4 O -0.1046
5 B -0.7539
6 O -0.0295
7 C -0.5356
8 O 1.0045
9 O -0.0583
10 C -0.3544
11 O -0.5628
12 C 0.2244
13 O 0.6236
14 O -0.4012
15 C -0.7103
16 C -0.0859
17 C 1.5302
18 O -0.4586
19 C 0.0395
20 N -0.3626
21 H 0.3384
22 H 0.4336
23 H -0.1190
24 H 0.4444
25 H -0.4128
26 H -1.1299
27 H 0.2565
28 H -0.3016
29 H 0.1504
30 H 0.3318
31 H -0.3274
32 C -1.3944
33 C 1.6910
34 C -1.2303
35 O -0.0405
36 C -1.0776
37 N 0.1844
38 H 0.5802
39 H 0.3247
40 H -0.0704
41 H -0.8793
42 H 0.6492
43 H 0.5036
44 H 0.3687
45 H 0.3213
46 H 0.3338
47 H -0.4506
48 H 0.2834
49 C -1.3622
50 C 0.7967
51 C -0.7260
52 O -0.3147
53 C -0.7995
54 N -0.5325
55 H 0.1625
56 H 0.3441
57 H 0.3665
58 H 0.1250
59 H 0.3559
60 H 0.3447
61 H 0.3233
62 H 0.3083
63 H 0.2595
64 H -0.1366
65 H 0.3352
66 C -1.0770
67 C 0.5470
68 C -0.1396
69 O -0.4665
70 C -0.7997
71 N 1.1847
72 H 0.8374
73 H 0.0806
74 H -0.3040
75 H 0.3294
76 H 0.4564
77 H -0.1948
78 H 0.3407
79 H 0.2456
80 H 0.3751
81 H -0.9406
82 H 0.0490
83 C -0.2510
84 C 0.3476
85 C -0.5503
86 O -0.3631
87 C -0.7781
88 N -0.4134
89 H -0.3018
90 H 0.5283
91 H -0.1516
92 H 0.4516
93 H 0.4307
94 H -0.0493
95 H 0.2947
96 H 0.2809
97 H 0.3003
98 H 0.2825
99 H -0.2168



| no. | molecular weight (u) |
| --- | --- |
| 1 | 110.109 |
| 2 | 124.517 |
| 3 | 188.033 |
| 4 | 590.292 |
| 5 | 638.539 |
| 6 | 1374.566 |